Computed, not measured: a structure of composition C34H40ClNO4PRe, with the ωB97M-V functional and the def2-TZVPD basis.

Positions of all 82 atoms, in Å:
Re: -1.01032 -0.08097 -0.37272
C: -1.40393 3.17674 0.04640
C: -2.77795 2.97916 -0.56225
O: -2.92346 1.58602 -0.86312
C: -4.29295 1.18016 -0.96962
C: -4.28883 -0.27659 -1.33856
O: -3.25851 -0.98969 -0.62552
C: -3.63382 -1.62209 0.60563
C: -3.31867 -0.72096 1.74892
O: -1.90729 -0.38902 1.64381
C: -1.47916 0.59825 2.63239
C: -1.72435 1.96935 2.09865
O: -1.04689 2.02548 0.83244
H: -1.39207 4.07142 0.66698
H: -0.63274 3.28048 -0.71012
H: -2.86648 3.57735 -1.47016
H: -3.57349 3.28438 0.12000
H: -4.80353 1.74151 -1.75446
H: -4.80542 1.37535 -0.02439
H: -4.07224 -0.40794 -2.39538
H: -5.26283 -0.72311 -1.14024
H: -3.04799 -2.53747 0.67469
H: -4.69046 -1.88694 0.60607
H: -3.48249 -1.24154 2.69061
H: -3.90866 0.19481 1.73502
H: -0.42093 0.42404 2.79906
H: -2.00916 0.43298 3.56907
H: -1.30808 2.71073 2.78313
H: -2.78764 2.18043 1.96283
C: 0.04602 -3.11582 1.98492
C: 0.85487 -2.11097 2.77751
C: 1.08342 -2.39672 4.11777
C: 1.87081 -1.58269 4.92122
C: 2.48307 -0.46339 4.38048
C: 2.27788 -0.14857 3.05023
C: 1.44621 -0.94100 2.24652
P: 1.25792 -0.52096 0.49354
C: 2.26140 0.93429 0.14080
C: 2.05691 2.01067 1.02844
C: 2.86163 3.12651 0.99389
C: 3.90754 3.17452 0.07725
C: 4.07284 2.15116 -0.83920
C: 3.24065 1.03178 -0.87161
C: 3.41703 0.08727 -2.04395
C: 1.72996 -1.99416 -0.37558
C: 2.97321 -2.59289 -0.17219
C: 3.27719 -3.74547 -0.86504
C: 2.33994 -4.29226 -1.74332
C: 1.09433 -3.70367 -1.90770
C: 0.77136 -2.54591 -1.20666
C: -0.61547 -1.95075 -1.31608
H: 0.69859 -3.86438 1.52807
H: -0.52946 -2.65958 1.18548
H: -0.64823 -3.64443 2.63872
H: 0.64998 -3.29977 4.53291
H: 2.02030 -1.83483 5.96426
H: 3.12488 0.16332 4.98643
H: 2.79553 0.70868 2.63930
H: 1.27378 1.95389 1.77172
H: 2.69582 3.94292 1.68654
H: 4.58395 4.02060 0.06945
H: 4.85872 2.22088 -1.58397
H: 3.61726 0.67592 -2.94120
H: 2.54875 -0.53369 -2.23710
H: 4.27630 -0.57261 -1.90865
H: 3.69164 -2.16292 0.52046
H: 4.23934 -4.22249 -0.72757
H: 2.58131 -5.19568 -2.29031
H: 0.36291 -4.15571 -2.57156
H: -1.35471 -2.63706 -0.88622
H: -0.88186 -1.85638 -2.37055
Cl: 1.87545 3.48455 -3.63475
C: 0.62452 2.32837 -3.55268
C: -0.19518 2.05859 -4.63765
C: -1.17982 1.08614 -4.50321
C: -1.32672 0.42710 -3.30575
N: -0.53414 0.70519 -2.24772
C: 0.43199 1.64065 -2.37383
H: -0.06189 2.59352 -5.57166
H: -1.82110 0.83081 -5.33568
H: -2.06768 -0.34912 -3.18230
H: 1.07134 1.82419 -1.52140

For the HOMO energy (alpha / beta), the calculation gives -16.74 / -16.73 eV. The frontier orbital gap (alpha / beta) comes out at 7.725 / 6.436 eV. Its total charge is +3. Its spin multiplicity is 4. As for the expectation value of S²: 3.784.

---

Computed, not measured: a cluster of 5 separate species, C14H27ClO21S5 in total in a non-equilibrium geometry, with the ωB97M-V functional and the def2-TZVPD basis.

Positions of all 68 atoms, in Å:
C: 7.81114 -1.12178 1.04985
C: 7.63713 -0.25164 2.36343
C: 7.53734 1.28986 2.03672
Cl: 8.73835 2.17154 3.05780
O: 6.24785 1.85870 2.27921
S: 5.05654 0.97577 1.50494
O: 5.23816 1.09106 0.07588
O: 3.66057 1.80655 1.90756
C: 2.75660 0.80822 2.44303
C: 1.26732 1.11524 2.07628
C: 0.50406 -0.21820 2.33143
O: 0.84097 -0.87352 3.25560
O: -0.47544 -0.62924 1.50161
H: 6.85804 -1.29722 0.52021
H: 8.51549 -0.53956 0.41350
H: 8.28757 -2.06375 1.39499
H: 6.82077 -0.62319 3.01069
H: 8.59992 -0.37366 2.90614
H: 7.77730 1.39306 0.95736
H: 2.91484 0.69639 3.53199
H: 2.99416 -0.18750 1.99705
H: 0.86256 1.93839 2.70231
H: 1.23694 1.40694 1.00461
H: -0.54004 -1.59087 1.62925
C: -5.49599 -0.47942 0.20179
C: -5.01216 0.95187 0.11058
O: -3.64395 0.90314 0.54342
S: -3.00381 -0.51062 0.12091
O: -2.28435 -0.33529 -1.09392
O: -2.41849 -1.09749 1.26735
O: -4.38295 -1.27526 -0.22018
H: -5.73891 -0.75182 1.23184
H: -6.35943 -0.66445 -0.43377
H: -5.58715 1.62584 0.73372
H: -5.02825 1.30954 -0.92124
C: -9.86590 1.21843 1.95610
C: -10.79587 1.95225 1.01167
O: -9.95777 2.37207 -0.07102
S: -8.79201 1.28677 -0.29072
O: -9.17393 0.41613 -1.34023
O: -7.54127 1.96304 -0.28042
O: -8.96473 0.50111 1.10494
H: -9.28199 1.91679 2.56003
H: -10.39828 0.53220 2.61119
H: -11.27485 2.80833 1.48092
H: -11.56077 1.28435 0.60839
C: 5.72400 -3.82611 -2.16539
C: 4.98581 -5.14750 -2.08991
O: 5.87842 -6.02544 -1.39811
S: 6.74031 -5.17535 -0.33275
O: 6.12717 -5.29862 0.93985
O: 8.11368 -5.44527 -0.55091
O: 6.40267 -3.70858 -0.91205
H: 6.47376 -3.83533 -2.96000
H: 5.05076 -2.98409 -2.31377
H: 4.74163 -5.54488 -3.07249
H: 4.07189 -5.05769 -1.49719
C: -1.60293 2.12638 -2.68528
C: -2.81274 2.68647 -3.40323
O: -2.28137 3.63897 -4.32895
S: -0.82895 3.14222 -4.82580
O: -0.98127 2.48379 -6.07299
O: 0.09461 4.19931 -4.63048
O: -0.58891 2.02337 -3.69255
H: -1.24788 2.81392 -1.91261
H: -1.80074 1.15146 -2.23938
H: -3.51641 3.16370 -2.72400
H: -3.32882 1.91019 -3.97473

For the HOMO energy, the calculation gives -9.96 eV. The frontier orbital gap comes out at 9.917 eV. Its total charge is 0. Its spin multiplicity is 1.

---

Computed, not measured: the molecule C6H4I2O2S in a non-equilibrium geometry, with the ωB97M-V functional and the def2-TZVPD basis.

Positions of all 15 atoms, in Å:
O: 1.12810 -2.77922 1.71297
C: 0.74344 -1.67085 1.60314
I: -0.43711 -0.78618 3.21109
C: 1.03758 -0.82611 0.38696
O: 1.45491 -1.57368 -0.66862
I: 2.68179 0.50132 1.27380
C: -0.06265 0.16539 -0.09615
C: 0.02802 1.45306 -0.50599
C: -1.15317 1.84269 -1.08325
C: -2.12113 0.95075 -1.05542
S: -1.51825 -0.58591 -0.58238
H: 1.90497 -2.48156 -0.56519
H: 0.83278 2.15971 -0.48756
H: -1.48707 2.73231 -1.57112
H: -3.03221 0.89827 -1.57228

For the energy above the lowest of the compared OMol25 structures with the same formula, charge and spin, the calculation gives 0.00 kcal per mole. For the HOMO energy, the calculation gives -9.29 eV. As for the SMILES: O=C(I)[C@](O)(I)c1cccs1. The frontier orbital gap comes out at 8.626 eV. Its total charge is 0. Its spin multiplicity is 1.

---

Computed, not measured: a structure of composition C23H45N3O2P4Tc in a non-equilibrium geometry, with the ωB97M-V functional and the def2-TZVPD basis.

Positions of all 78 atoms, in Å:
P: -3.11873 -2.12781 -0.36855
C: -3.68756 -2.84767 1.21613
H: -4.64404 -3.35624 1.03937
H: -3.81181 -2.01671 1.92642
H: -2.92235 -3.54249 1.58937
C: -4.69280 -2.05031 -1.30202
H: -4.50498 -2.29932 -2.35486
H: -5.05651 -1.01601 -1.23007
H: -5.40837 -2.74559 -0.84605
C: -2.40194 -3.64383 -1.13187
H: -3.21170 -4.25102 -1.55340
H: -1.86336 -4.20756 -0.36191
H: -1.69145 -3.38063 -1.92458
P: 4.24379 -1.79635 -1.78267
C: 4.61783 -1.98048 -0.01480
H: 5.58896 -2.48729 0.09293
H: 3.79133 -2.55096 0.44670
H: 4.60514 -0.97437 0.44171
C: 4.31877 -3.40968 -2.61337
H: 3.98821 -3.27199 -3.65753
H: 3.57696 -4.07084 -2.13369
H: 5.34367 -3.80095 -2.54409
C: 5.43941 -0.67355 -2.56207
H: 6.39765 -1.19667 -2.68984
H: 5.52353 0.23215 -1.93840
H: 5.00799 -0.35732 -3.52865
P: -0.74507 3.53165 -0.22889
C: -0.48430 4.80685 1.07171
H: -0.53303 5.80480 0.61174
H: 0.50797 4.63689 1.51950
H: -1.25576 4.68402 1.84729
C: 0.34080 4.22852 -1.53493
H: 0.45650 5.30791 -1.38601
H: -0.07877 4.02851 -2.52637
H: 1.32216 3.74461 -1.47012
C: -2.36595 4.07242 -0.90827
H: -2.42702 5.16880 -0.93945
H: -3.15410 3.65990 -0.26241
H: -2.48068 3.65014 -1.91729
Tc: 1.14339 -0.53492 -2.44486
C: 0.99354 -2.03754 -1.14764
O: 0.95208 -2.87338 -0.34595
C: 2.01101 0.67337 -1.13245
O: 2.53208 1.30857 -0.30589
C: 1.55115 0.68762 -4.04744
C: 0.25906 0.97506 -3.54435
C: -0.65939 -0.07163 -3.31787
C: -0.30129 -1.38839 -3.65689
C: 0.98539 -1.68005 -4.13413
C: 1.93035 -0.64859 -4.31204
H: 2.29481 1.46311 -4.12925
H: 0.00594 1.98291 -3.25984
H: -1.62203 0.13662 -2.85891
H: -1.00877 -2.19545 -3.48194
H: 1.30622 -2.70720 -4.29269
H: 2.94215 -0.88208 -4.61503
C: -2.15617 0.24222 4.91759
N: -0.94286 -0.58147 4.72079
C: 0.25773 0.23363 5.01388
N: 0.31986 1.46160 4.19104
C: -0.90990 2.25208 4.40897
N: -2.13780 1.48218 4.10717
C: -2.27319 1.19653 2.68289
P: -0.85941 0.13717 2.01779
C: -0.88343 -1.16372 3.38016
C: 0.53780 1.15278 2.77331
H: -2.19911 0.53357 5.97904
H: -3.03949 -0.34944 4.64108
H: 1.15274 -0.37025 4.81451
H: 0.21325 0.53373 6.07267
H: -0.87776 3.14981 3.77436
H: -0.94561 2.53251 5.47424
H: -3.21058 0.65191 2.50086
H: -2.30540 2.13403 2.10672
H: 0.03615 -1.75724 3.27886
H: -1.74156 -1.83146 3.21990
H: 0.65627 2.08140 2.19688
H: 1.46236 0.56886 2.66376

For the HOMO energy (alpha / beta), the calculation gives -17.96 / -17.88 eV. The frontier orbital gap (alpha / beta) comes out at 5.012 / 3.434 eV. Its total charge is +4. Its spin multiplicity is 4. As for the expectation value of S²: 3.847.

---

For the records above, the corresponding E values read -2554.14662; -4580.64581; -1375.04607; -2662.71205 hartree.